Record 1
Computed, not measured: a molecular structure, C22H19BrIN3O2RuS2, with ωB97M-V/def2-TZVPD.

HOMO-LUMO gap (alpha / beta) ... 7.08 / 6.49 eV
Highest occupied orbital energy (alpha / beta) ... -10.933 / -10.878 eV

Geometry as ORCA input:
```
! RIJCOSX wB97M-V def2-TZVPD def2/J DEFGRID3
* xyz 1 2
Ru -0.032 0.044 0.183
C 2.234 -1.017 4.841
S 3.210 -0.170 3.582
C 2.161 -0.125 2.196
S 0.424 -0.337 2.360
N 2.788 0.112 1.082
N 1.930 0.229 0.019
C 2.412 0.533 -1.133
C 1.453 0.672 -2.226
C 1.829 1.009 -3.516
C 0.850 1.122 -4.491
C -0.475 0.897 -4.152
C -0.781 0.566 -2.843
N 0.154 0.458 -1.902
H 2.698 -0.762 5.791
H 2.274 -2.093 4.688
H 1.205 -0.672 4.852
H 3.476 0.683 -1.264
H 2.872 1.181 -3.744
H 1.120 1.383 -5.505
H -1.264 0.976 -4.885
H -1.800 0.379 -2.527
C -4.398 0.339 0.213
C -2.974 0.807 0.223
O -2.102 -0.077 0.310
C -2.645 2.215 0.150
C -3.685 3.163 0.027
C -3.438 4.509 0.010
C -2.115 4.957 0.125
C -1.080 4.066 0.237
C -1.308 2.676 0.242
O -0.221 1.942 0.333
H -4.413 -0.742 0.321
H -4.885 0.618 -0.723
H -4.961 0.795 1.027
H -4.706 2.818 -0.052
H -4.252 5.214 -0.082
H -1.906 6.018 0.127
H -0.053 4.395 0.324
Br 2.784 -3.247 0.840
C 1.473 -4.588 0.651
C 1.689 -5.811 1.272
C 0.785 -6.846 1.105
C -0.337 -6.671 0.308
C -0.564 -5.452 -0.308
C 0.337 -4.411 -0.126
I -0.105 -2.620 -1.113
H 2.575 -5.946 1.877
H 0.964 -7.793 1.594
H -1.038 -7.481 0.163
H -1.442 -5.308 -0.922
*
```

=====

Record 2
Computed, not measured: a single C22H19BrN2OS molecule, with ωB97M-V/def2-TZVPD.

Structure (SMILES) ... Oc1ccc2cc(CNCCc3ccc(Br)cc3)c(-c3ccsc3)nc2c1
HOMO-LUMO gap ... 8.06 eV
Highest occupied orbital energy ... -8.138 eV

Geometry as ORCA input:
```
! RIJCOSX wB97M-V def2-TZVPD def2/J DEFGRID3
* xyz 0 1
O 2.438 -1.336 -5.447
C 1.890 -0.618 -4.425
C 0.871 0.272 -4.722
C 0.290 1.068 -3.719
C 0.769 0.975 -2.402
C 0.281 1.811 -1.398
C 0.718 1.574 -0.068
C 0.142 2.449 1.005
N -0.996 1.725 1.605
C -2.348 1.895 0.998
C -3.275 0.796 1.490
C -2.713 -0.602 1.296
C -2.765 -1.261 0.053
C -2.277 -2.539 -0.139
C -1.668 -3.194 0.936
Br -0.959 -4.930 0.680
C -1.507 -2.537 2.175
C -2.073 -1.276 2.371
C 1.652 0.568 0.173
C 2.227 0.212 1.517
C 1.660 0.308 2.869
C 2.532 -0.151 3.840
S 3.994 -0.809 3.155
C 3.458 -0.391 1.554
N 2.142 -0.188 -0.846
C 1.741 0.008 -2.108
C 2.303 -0.755 -3.092
H 3.176 -1.825 -5.081
H 0.560 0.291 -5.777
H -0.511 1.736 -3.937
H -0.488 2.539 -1.607
H 0.888 2.654 1.788
H -0.200 3.400 0.642
H -0.766 0.731 1.729
H -2.780 2.867 1.205
H -2.242 1.825 -0.085
H -4.217 0.899 0.961
H -3.548 0.946 2.534
H -3.156 -0.776 -0.824
H -2.370 -2.984 -1.126
H -0.994 -3.016 3.001
H -1.973 -0.808 3.348
H 0.663 0.682 3.105
H 2.375 -0.085 4.917
H 4.009 -0.649 0.663
H 3.048 -1.502 -2.806
*
```

=====

Record 3
Computed, not measured: a molecular structure, C22H19Cl3InN7, with ωB97M-V/def2-TZVPD.

HOMO-LUMO gap (alpha / beta) ... 5.62 / 5.92 eV
Highest occupied orbital energy (alpha / beta) ... -13.605 / -13.871 eV

Geometry as ORCA input:
```
! RIJCOSX wB97M-V def2-TZVPD def2/J DEFGRID3
* xyz 2 1
In 0.202 0.963 0.220
C -1.009 -4.222 1.958
C -0.687 -4.120 0.609
C 0.163 -3.122 0.172
C 0.699 -2.206 1.091
C 0.311 -2.271 2.434
C -0.512 -3.292 2.867
N 1.566 -1.174 0.729
C 2.541 -1.327 -0.163
C 3.060 -2.585 -0.607
C 4.135 -2.649 -1.444
C 4.759 -1.469 -1.904
C 4.310 -0.237 -1.492
C 3.231 -0.144 -0.610
N 2.704 1.067 -0.273
N 3.360 2.078 -0.028
C 2.672 3.294 0.131
C 3.456 4.385 0.466
C 2.832 5.611 0.643
C 1.458 5.682 0.500
C 0.753 4.525 0.185
N 1.346 3.354 -0.018
H -1.654 -5.019 2.301
H -1.100 -4.824 -0.102
H 0.387 -3.006 -0.882
H 0.716 -1.545 3.128
H -0.773 -3.371 3.914
H 2.629 -3.488 -0.201
H 4.533 -3.611 -1.737
H 5.621 -1.540 -2.553
H 4.777 0.680 -1.829
H 4.522 4.251 0.588
H 3.410 6.491 0.892
H 0.930 6.618 0.619
H -0.324 4.548 0.079
Cl -4.035 3.821 0.776
C -3.612 3.837 -0.948
Cl -3.289 5.478 -1.495
Cl -4.880 3.088 -1.912
C -2.385 3.044 -1.078
N -1.426 2.424 -1.160
C -4.357 -1.799 -1.668
N -3.887 -1.627 -0.289
C -4.612 -2.328 0.777
C -2.830 -0.922 -0.021
N -1.890 -0.297 0.252
H -5.388 -1.458 -1.748
H -4.306 -2.851 -1.944
H -3.739 -1.220 -2.349
H -5.648 -1.992 0.796
H -4.149 -2.120 1.737
H -4.587 -3.402 0.593
*
```

=====

Record 4
Computed, not measured: a single C22H19ClN2O3 molecule, with ωB97M-V/def2-TZVPD.

Structure (SMILES) ... O=C(c1ccc(Cl)cc1)[C@H]1[C@@H]2C(=O)N(c3ccccc3)C(=O)[C@@H]2[C@H]2CCCN21
HOMO-LUMO gap ... 8.59 eV
Highest occupied orbital energy ... -8.927 eV

Geometry as ORCA input:
```
! RIJCOSX wB97M-V def2-TZVPD def2/J DEFGRID3
* xyz 0 1
O -2.510 -0.041 -1.639
C -2.174 -0.518 -0.576
C -3.170 -1.161 0.316
C -2.848 -2.031 1.358
C -3.842 -2.590 2.137
C -5.172 -2.282 1.885
Cl -6.407 -2.974 2.867
C -5.516 -1.428 0.846
C -4.517 -0.882 0.068
C -0.715 -0.449 -0.109
C 0.203 -0.168 -1.307
C 1.558 -0.821 -1.115
O 1.773 -1.992 -0.958
N 2.516 0.176 -1.124
C 3.907 -0.083 -0.990
C 4.669 0.676 -0.113
C 6.024 0.423 0.004
C 6.613 -0.587 -0.738
C 5.845 -1.345 -1.605
C 4.492 -1.094 -1.740
C 1.990 1.452 -1.247
O 2.634 2.465 -1.287
C 0.480 1.332 -1.300
C -0.147 1.847 0.002
C -1.495 2.583 -0.145
C -2.315 2.114 1.068
C -1.411 1.076 1.769
N -0.414 0.657 0.804
H -1.822 -2.295 1.564
H -3.591 -3.266 2.939
H -6.552 -1.201 0.653
H -4.762 -0.221 -0.750
H -0.433 -1.390 0.373
H -0.252 -0.531 -2.231
H 4.205 1.460 0.464
H 6.619 1.015 0.683
H 7.670 -0.783 -0.639
H 6.301 -2.133 -2.185
H 3.890 -1.681 -2.416
H 0.093 1.872 -2.164
H 0.557 2.480 0.554
H -1.353 3.662 -0.157
H -1.982 2.290 -1.074
H -3.252 1.656 0.752
H -2.552 2.936 1.741
H -0.868 1.550 2.592
H -1.963 0.227 2.169
*
```

=====

Record 5
Computed, not measured: a molecular structure, C22H19F3N6O5RuSSe, with ωB97M-V/def2-TZVPD.

HOMO-LUMO gap (alpha / beta) ... 6.80 / 6.84 eV
Highest occupied orbital energy (alpha / beta) ... -4.466 / -4.509 eV

Geometry as ORCA input:
```
! RIJCOSX wB97M-V def2-TZVPD def2/J DEFGRID3
* xyz -1 2
Ru -0.722 -0.163 -0.326
C 1.130 -0.412 2.445
N -0.008 -0.975 1.706
C 0.187 -2.410 1.445
C -0.989 -2.892 0.673
N -1.639 -2.076 -0.101
C -2.632 -2.819 -0.727
C -3.583 -2.442 -1.670
C -4.447 -3.424 -2.108
C -4.370 -4.743 -1.635
C -3.421 -5.127 -0.707
C -2.552 -4.135 -0.268
N -1.493 -4.150 0.631
C 2.178 -0.001 1.470
N 2.023 -0.191 0.205
C 3.140 0.364 -0.400
C 3.441 0.488 -1.752
C 4.622 1.134 -2.075
C 5.474 1.647 -1.087
C 5.175 1.538 0.261
C 3.989 0.891 0.581
N 3.362 0.611 1.791
H 1.530 -1.145 3.158
H 0.783 0.462 2.990
H -0.854 -0.829 2.250
H 0.323 -2.985 2.369
H 1.079 -2.508 0.821
H -3.596 -1.429 -2.045
H -5.192 -3.177 -2.853
H -5.065 -5.481 -2.015
H -3.354 -6.147 -0.352
H -1.126 -4.947 1.117
H 2.751 0.116 -2.501
H 4.889 1.261 -3.117
H 6.385 2.152 -1.385
H 5.830 1.950 1.019
H 3.565 1.046 2.673
O 0.461 2.186 2.053
N 0.060 3.272 1.477
C -0.142 4.368 2.250
C -0.516 5.579 1.730
C -0.707 5.679 0.354
C -0.534 4.556 -0.417
C -0.154 3.318 0.125
S 0.094 1.987 -0.942
H 0.034 4.183 3.298
H -0.657 6.419 2.395
H -1.006 6.615 -0.100
H -0.704 4.577 -1.485
F -2.561 0.046 1.930
C -2.340 0.634 0.665
F -3.490 0.321 -0.009
F -2.457 1.956 0.932
O 0.476 -0.084 -4.045
Se -0.412 -0.987 -3.051
O -1.192 -2.212 -3.753
O -1.536 -0.017 -2.182
O 0.470 -1.446 -1.705
*
```

=====

Record 6
Computed, not measured: a molecular structure, C22H19MoN4O3S2, with ωB97M-V/def2-TZVPD.

HOMO-LUMO gap ... 5.63 eV
Highest occupied orbital energy ... -17.662 eV

Geometry as ORCA input:
```
! RIJCOSX wB97M-V def2-TZVPD def2/J DEFGRID3
* xyz 3 1
Mo 0.436 0.201 -0.016
N -1.292 -0.642 1.238
C -2.447 -1.028 0.397
C -2.499 -0.054 -0.745
O -3.440 0.266 -1.388
N -1.180 0.511 -1.011
C -1.205 1.870 -1.540
C -0.461 2.784 -0.533
O -0.278 3.927 -0.574
O 0.189 1.952 0.488
H -1.012 -1.416 1.836
H -1.562 0.104 1.882
H -3.390 -1.016 0.941
H -2.283 -2.031 0.001
H -2.237 2.197 -1.688
H -0.673 1.984 -2.487
S 1.721 -4.153 0.510
C 0.723 -4.164 -0.914
C 0.388 -5.260 -1.705
C -0.439 -5.039 -2.787
C -0.920 -3.755 -3.076
C -0.580 -2.666 -2.296
C 0.252 -2.877 -1.194
N 0.692 -1.925 -0.256
C 1.445 -2.497 0.690
C 1.879 -1.646 1.780
C 2.793 -1.971 2.772
C 3.050 -1.047 3.779
C 2.400 0.182 3.807
C 1.477 0.529 2.822
C 1.275 -0.377 1.787
H 0.754 -6.252 -1.476
H -0.718 -5.868 -3.423
H -1.581 -3.617 -3.921
H -0.954 -1.681 -2.542
H 3.299 -2.929 2.770
H 3.756 -1.294 4.561
H 2.601 0.881 4.609
H 0.983 1.492 2.855
S 2.296 0.765 -1.330
C 2.577 0.201 -2.984
N 3.313 1.074 -3.716
C 3.715 0.836 -4.976
C 3.370 -0.347 -5.589
C 2.618 -1.265 -4.871
C 2.221 -0.995 -3.562
H 3.593 1.953 -3.288
H 4.307 1.611 -5.445
H 3.692 -0.540 -6.602
H 2.340 -2.207 -5.326
H 1.652 -1.719 -3.001
*
```

=====

Record 7
Computed, not measured: a single C22H19N3O2 molecule, with ωB97M-V/def2-TZVPD.

Structure (SMILES) ... NC(=O)c1ccc(C(=O)N/N=C(/Cc2ccccc2)c2ccccc2)cc1
HOMO-LUMO gap ... 9.20 eV
Highest occupied orbital energy ... -8.908 eV

Geometry as ORCA input:
```
! RIJCOSX wB97M-V def2-TZVPD def2/J DEFGRID3
* xyz 0 1
N -4.123 -3.100 -2.802
C -4.243 -1.849 -3.316
O -5.056 -1.583 -4.175
C -3.303 -0.836 -2.748
C -3.713 0.494 -2.725
C -2.884 1.471 -2.213
C -1.630 1.132 -1.712
C -0.763 2.222 -1.192
O -0.689 3.322 -1.700
N -0.012 1.931 -0.087
N -0.156 0.800 0.629
C 0.564 0.557 1.650
C 0.328 -0.759 2.341
C 1.374 -1.713 1.822
C 1.107 -2.500 0.709
C 2.081 -3.334 0.190
C 3.335 -3.384 0.774
C 3.610 -2.598 1.880
C 2.635 -1.765 2.400
C 1.676 1.393 2.152
C 2.745 1.707 1.315
C 3.801 2.465 1.786
C 3.796 2.928 3.092
C 2.734 2.624 3.928
C 1.681 1.857 3.464
C -1.200 -0.190 -1.774
C -2.032 -1.167 -2.286
H -3.548 -3.298 -2.004
H -4.766 -3.806 -3.121
H -4.688 0.740 -3.119
H -3.192 2.505 -2.193
H 0.614 2.672 0.239
H 0.426 -0.641 3.420
H -0.670 -1.117 2.093
H 0.129 -2.454 0.253
H 1.863 -3.945 -0.674
H 4.097 -4.034 0.368
H 4.587 -2.632 2.339
H 2.856 -1.149 3.260
H 2.758 1.329 0.302
H 4.628 2.696 1.132
H 4.619 3.523 3.458
H 2.728 2.984 4.946
H 0.849 1.631 4.115
H -0.210 -0.452 -1.435
H -1.673 -2.184 -2.355
*
```

=====

Record 8
Computed, not measured: a single C22H19N5O3 molecule, with ωB97M-V/def2-TZVPD.

Structure (SMILES) ... COC1(OC)N=C(NC(=O)Nc2ccccc2)[C@]2(C#N)[C@H](c3ccccc3)[C@]12C#N
HOMO-LUMO gap ... 9.11 eV
Highest occupied orbital energy ... -8.732 eV

Geometry as ORCA input:
```
! RIJCOSX wB97M-V def2-TZVPD def2/J DEFGRID3
* xyz 0 1
C -1.452 3.009 0.284
O -0.513 2.903 -0.776
C 0.355 1.813 -0.684
O 1.225 1.908 0.398
C 1.962 3.116 0.472
N -0.377 0.583 -0.537
C -0.320 -0.130 -1.598
N -0.995 -1.278 -1.799
C -1.875 -1.967 -0.913
O -2.400 -2.975 -1.317
N -1.980 -1.379 0.289
C -2.755 -1.782 1.382
C -2.685 -0.998 2.532
C -3.426 -1.334 3.648
C -4.244 -2.453 3.629
C -4.312 -3.232 2.486
C -3.574 -2.905 1.362
C 0.583 0.410 -2.671
C 0.236 0.219 -4.029
N -0.055 0.019 -5.118
C 2.037 0.576 -2.262
C 2.678 -0.132 -1.123
C 3.803 0.456 -0.549
C 4.441 -0.147 0.516
C 3.974 -1.352 1.014
C 2.878 -1.958 0.428
C 2.235 -1.355 -0.640
C 1.073 1.724 -2.067
C 1.235 2.922 -2.801
N 1.422 3.893 -3.377
H -0.964 2.863 1.250
H -2.250 2.272 0.165
H -1.859 4.015 0.212
H 2.590 3.252 -0.414
H 1.302 3.981 0.569
H 2.585 3.015 1.357
H -0.915 -1.726 -2.705
H -1.429 -0.525 0.411
H -2.044 -0.127 2.541
H -3.366 -0.722 4.535
H -4.823 -2.715 4.501
H -4.948 -4.104 2.465
H -3.629 -3.512 0.474
H 2.710 0.725 -3.106
H 4.172 1.392 -0.942
H 5.307 0.324 0.958
H 4.470 -1.822 1.851
H 2.518 -2.906 0.797
H 1.397 -1.857 -1.100
*
```

=====

ΔE to the lowest compared entry with this formula, charge and spin per entry: 42.64, 0.00, 36.73, 55.44, 70.16, 65.70, 101.62, 0.00 kJ/mol
Largest force on an atom per entry: 0.01246, 0.05969, 0.04095, 0.01162, 0.00521, 0.01103, 0.02236, 0.01719 Eh/bohr